Record 1
Here is 7 unconnected molecules or ions with the total composition C27H54O9 in a non-equilibrium geometry from OMol25. Energies are from the ωB97M-V functional and the def2-TZVPD basis.

Properties
SMILES string: COC(=O)OC.C1CCOC1.C1CCOC1.C1CCOC1.C1CCOC1.C1CCOC1.C1CCOC1
LUMO level: 0.8 eV
highest occupied orbital energy: -9.2 eV
gap between HOMO and LUMO: 9.994 eV

Structure (XYZ):
```
90
C27H54O9 (the ωB97M-V functional and the def2-TZVPD basis)
C 2.937 -2.677 3.666
O 1.630 -2.093 3.949
C 1.605 -0.935 4.557
O 0.563 -0.311 4.747
O 2.836 -0.522 4.895
C 3.029 0.836 5.541
H 3.492 -1.970 3.042
H 2.634 -3.553 3.064
H 3.484 -2.857 4.622
H 2.407 0.914 6.438
H 2.696 1.542 4.770
H 4.095 0.861 5.609
C 2.204 0.378 -0.686
C 0.997 -0.437 -0.367
C 1.372 -1.298 0.787
O 2.523 -0.577 1.385
C 2.914 0.536 0.605
H 1.953 1.308 -1.246
H 2.832 -0.176 -1.350
H 0.636 -0.982 -1.231
H 0.256 0.311 0.049
H 1.756 -2.221 0.479
H 0.621 -1.408 1.608
H 3.950 0.698 0.502
H 2.443 1.428 1.064
C 0.179 -4.968 -0.367
C -0.910 -4.983 0.725
C -0.118 -5.270 2.014
O 0.968 -6.055 1.625
C 1.417 -5.614 0.409
H 0.395 -3.947 -0.642
H -0.141 -5.507 -1.252
H -1.577 -5.894 0.571
H -1.415 -4.049 0.622
H -0.741 -5.835 2.757
H 0.322 -4.306 2.528
H 1.817 -6.416 -0.216
H 2.161 -4.766 0.501
C 2.689 3.302 -4.492
C 3.736 2.577 -5.355
C 2.828 1.608 -6.145
O 1.901 1.118 -5.181
C 1.456 2.264 -4.412
H 2.371 4.286 -4.978
H 3.008 3.482 -3.487
H 4.420 1.977 -4.797
H 4.286 3.382 -5.901
H 3.471 0.752 -6.475
H 2.314 2.121 -6.949
H 1.290 1.885 -3.406
H 0.444 2.691 -4.791
C -1.620 3.638 -0.614
C -1.031 5.015 -0.353
C 0.270 5.026 -1.157
O 0.608 3.607 -1.193
C -0.611 2.967 -1.492
H -2.637 3.594 -1.090
H -1.760 3.137 0.359
H -0.730 5.246 0.648
H -1.666 5.832 -0.763
H 1.084 5.648 -0.739
H 0.181 5.365 -2.225
H -0.486 1.880 -1.249
H -0.818 3.115 -2.555
C -3.686 -0.862 -2.484
C -4.947 -0.986 -1.618
C -4.600 0.052 -0.541
O -3.962 1.146 -1.204
C -3.071 0.523 -2.068
H -3.838 -0.863 -3.537
H -2.935 -1.653 -2.221
H -4.965 -2.004 -1.263
H -5.808 -0.745 -2.182
H -3.997 -0.375 0.245
H -5.479 0.400 -0.051
H -2.160 0.448 -1.541
H -2.984 1.185 -2.904
C -2.873 0.847 2.737
C -3.117 -0.516 3.402
C -1.932 -1.270 2.827
O -1.734 -0.821 1.465
C -1.780 0.601 1.664
H -2.579 1.678 3.334
H -3.790 1.284 2.345
H -4.069 -0.941 3.119
H -2.993 -0.429 4.456
H -2.061 -2.371 2.820
H -1.085 -0.976 3.436
H -2.006 1.139 0.697
H -0.764 0.810 2.086
```

Löwdin atomic charge list, values in e, 8 entries: C -0.009; O -0.016; C -0.619; O 0.081; O -0.055; C 0.045; H 0.083; H 0.093


Record 2
Here is 2 unconnected molecules or ions with the total composition C27H55BrIN3O9PS in a non-equilibrium geometry from OMol25. Energies are from the ωB97M-V functional and the def2-TZVPD basis.

Properties
charge: +1
LUMO level: -3.8 eV
highest occupied orbital energy: -12.2 eV
gap between HOMO and LUMO: 8.456 eV

Structure (XYZ):
```
98
C27H55BrIN3O9PS (the ωB97M-V functional and the def2-TZVPD basis)
C 0.298 1.576 -7.696
C 0.089 0.866 -6.348
C 0.559 1.686 -5.135
C -0.003 1.206 -3.779
C 0.142 -0.301 -3.520
C 1.400 -0.657 -2.702
C 1.762 -2.169 -2.737
C 1.546 -2.866 -1.357
C 2.874 -3.497 -0.868
C 2.904 -3.795 0.658
C 4.138 -3.123 1.329
C 3.781 -2.108 2.480
N 2.522 -1.405 2.237
C 1.560 -1.584 3.135
N 1.654 -2.238 4.305
N 0.324 -1.000 2.881
C -0.707 -2.062 2.877
C -1.552 -1.955 4.180
O -2.143 -2.821 4.609
I -1.580 -0.079 5.299
C 0.409 -0.291 1.580
C -0.889 0.546 1.377
P -1.916 -0.005 -0.023
O -1.893 0.989 -1.075
O -1.435 -1.438 -0.621
O -3.464 -0.193 0.449
O 1.442 0.622 1.532
C 2.687 0.037 1.854
C 3.500 0.086 0.539
C 3.489 1.493 -0.102
C 4.913 2.140 -0.202
O 4.938 3.331 0.587
C 3.325 0.916 2.948
C 2.355 1.441 4.047
C 2.427 2.977 4.170
Br 1.391 3.787 2.735
H 1.184 1.208 -8.219
H -0.542 1.395 -8.375
H 0.365 2.663 -7.593
H -0.957 0.576 -6.204
H 0.682 -0.057 -6.356
H 1.654 1.759 -5.097
H 0.192 2.711 -5.290
H 0.494 1.782 -2.988
H -1.059 1.495 -3.752
H -0.714 -0.583 -2.887
H 0.039 -0.906 -4.424
H 1.252 -0.271 -1.684
H 2.219 -0.065 -3.139
H 2.803 -2.237 -3.069
H 1.150 -2.629 -3.518
H 1.198 -2.077 -0.689
H 0.824 -3.670 -1.514
H 2.994 -4.439 -1.413
H 3.696 -2.862 -1.207
H 3.066 -4.873 0.752
H 1.951 -3.585 1.154
H 4.721 -3.915 1.808
H 4.818 -2.626 0.638
H 4.611 -1.402 2.503
H 3.845 -2.668 3.414
H 2.037 -3.170 4.342
H 1.301 -1.774 5.132
H -0.286 -3.068 2.930
H -1.343 -2.044 1.990
H 0.493 -1.042 0.779
H -0.592 1.570 1.143
H -1.482 0.608 2.296
H -2.182 -2.040 -0.762
H -3.897 -0.520 -0.359
H 4.544 -0.209 0.694
H 3.053 -0.644 -0.146
H 3.099 1.385 -1.118
H 2.864 2.219 0.422
H 5.053 2.437 -1.247
H 5.692 1.467 0.154
H 4.455 4.026 0.122
H 3.740 1.788 2.428
H 4.168 0.424 3.439
H 2.740 1.068 5.009
H 1.331 1.074 3.971
H 2.033 3.233 5.153
H 3.474 3.278 4.149
O -9.477 0.787 1.764
S -9.112 1.111 0.421
O -8.539 0.128 -0.445
O -8.161 2.394 0.444
C -6.974 2.335 1.250
C -5.903 1.458 0.631
C -10.480 1.857 -0.399
H -7.222 2.001 2.260
H -6.607 3.357 1.330
H -6.219 0.416 0.595
H -4.983 1.511 1.209
H -5.698 1.771 -0.395
H -10.899 2.630 0.241
H -11.215 1.075 -0.578
H -10.140 2.272 -1.344
```

Löwdin atomic charge list, values in e, 8 entries: C -0.109; C -0.270; C -0.225; C -0.213; C -0.212; C -0.200; C -0.169; C -0.195


Record 3
Here is 5 unconnected molecules or ions with the total composition C27H55BrNO4 in a non-equilibrium geometry from OMol25. Energies are from the ωB97M-V functional and the def2-TZVPD basis.

Properties
charge: +1
LUMO level: -2.4 eV
highest occupied orbital energy: -10.9 eV
gap between HOMO and LUMO: 8.492 eV

Structure (XYZ):
```
88
C27H55BrNO4 (the ωB97M-V functional and the def2-TZVPD basis)
C -1.278 -4.468 -0.665
C -1.701 -4.303 -2.114
C -1.848 -2.797 -2.443
C -0.836 -2.464 -3.555
C -3.207 -2.321 -2.940
C -3.224 -0.787 -2.840
C -3.519 -0.555 -1.337
C -4.377 -1.783 -0.884
N -4.455 -2.597 -2.136
C -5.035 -3.992 -2.102
Br -4.678 -4.938 -0.450
C -6.533 -3.992 -2.359
C -7.346 -2.981 -1.558
H -0.324 -3.972 -0.529
H -1.991 -4.035 0.028
H -1.133 -5.509 -0.392
H -2.565 -4.908 -2.366
H -0.886 -4.701 -2.706
H -1.555 -2.256 -1.551
H 0.118 -2.892 -3.286
H -1.187 -2.910 -4.476
H -0.673 -1.400 -3.678
H -3.405 -2.547 -3.982
H -2.279 -0.309 -3.030
H -4.021 -0.298 -3.393
H -3.974 0.399 -1.116
H -2.641 -0.575 -0.708
H -3.847 -2.263 -0.081
H -5.346 -1.400 -0.629
H -5.171 -2.095 -2.670
H -4.564 -4.529 -2.908
H -6.740 -3.902 -3.420
H -6.878 -4.979 -2.082
H -7.021 -2.925 -0.530
H -7.251 -1.991 -2.003
H -8.396 -3.231 -1.593
C 3.347 -4.390 1.841
C 3.785 -3.364 0.800
C 2.493 -3.134 0.031
O 1.425 -3.324 0.966
C 1.937 -3.920 2.165
H 3.990 -4.427 2.718
H 3.319 -5.387 1.396
H 4.099 -2.441 1.293
H 4.599 -3.703 0.164
H 2.379 -3.863 -0.780
H 2.423 -2.130 -0.392
H 1.944 -3.160 2.954
H 1.276 -4.731 2.472
C 0.574 -0.384 1.903
C 0.416 1.025 2.465
C -0.627 1.617 1.532
O -1.465 0.526 1.111
C -0.850 -0.715 1.488
H 0.979 -1.100 2.616
H 1.228 -0.369 1.028
H 0.024 0.978 3.484
H 1.343 1.594 2.482
H -0.161 2.056 0.643
H -1.244 2.378 2.009
H -1.418 -1.144 2.322
H -0.891 -1.413 0.646
C 4.853 4.299 2.100
C 5.678 3.028 2.288
C 4.710 2.141 3.058
O 3.395 2.512 2.632
C 3.458 3.736 1.881
H 5.189 4.921 1.272
H 4.878 4.899 3.012
H 5.905 2.583 1.316
H 6.616 3.186 2.817
H 4.787 2.313 4.137
H 4.864 1.078 2.866
H 3.288 3.502 0.824
H 2.672 4.408 2.214
C 2.125 8.395 -0.518
C 3.391 8.593 0.310
C 3.196 7.572 1.421
O 2.443 6.492 0.852
C 1.925 6.890 -0.421
H 2.212 8.744 -1.545
H 1.287 8.918 -0.050
H 4.271 8.339 -0.286
H 3.516 9.606 0.687
H 2.622 7.993 2.253
H 4.137 7.184 1.811
H 2.485 6.365 -1.203
H 0.877 6.595 -0.488
```

Löwdin atomic charge list, values in e, 8 entries: C -0.114; C -0.218; C -0.305; C -0.030; C -0.207; C -0.096; C -0.109; C -0.092


Record 4
Here is 9 unconnected molecules or ions with the total composition C27H55Cl2NO16P2 in a non-equilibrium geometry from OMol25. Energies are from the ωB97M-V functional and the def2-TZVPD basis.

Properties
SMILES string: CCCOc1c(CCCCl)c2c(c(ON=O)c1PP(=O)(O)O)C(=O)C([C@@H](Cl)CC)=CC2=O.CO.CO.CO.CO.CO.CO.CO.CO
LUMO level: -1.1 eV
highest occupied orbital energy: -9.1 eV
gap between HOMO and LUMO: 7.987 eV

Structure (XYZ):
```
103
C27H55Cl2NO16P2 (the ωB97M-V functional and the def2-TZVPD basis)
C 2.072 -0.854 4.628
C 2.330 0.189 3.530
C 1.073 0.491 2.746
O 0.773 -0.607 1.864
C 0.324 -0.264 0.617
C -0.954 0.290 0.410
C -1.863 0.497 1.589
C -2.219 -0.835 2.260
C -3.439 -0.751 3.134
Cl -3.073 0.179 4.630
C -1.300 0.627 -0.903
C -0.425 0.411 -1.981
C 0.828 -0.165 -1.761
O 1.674 -0.379 -2.818
N 1.743 -1.825 -3.234
O 0.707 -2.291 -3.360
C 1.200 -0.492 -0.448
P 2.839 -1.164 -0.062
P 2.359 -3.180 0.664
O 0.927 -3.420 0.537
O 2.861 -3.221 2.177
O 3.274 -4.237 -0.138
C -0.857 0.833 -3.344
O -0.600 0.236 -4.350
C -1.682 2.077 -3.361
C -1.471 3.026 -4.505
Cl -2.869 4.146 -4.679
C -0.234 3.881 -4.275
C 1.067 3.064 -4.198
C -2.526 2.259 -2.351
C -2.608 1.256 -1.262
O -3.656 0.965 -0.754
H 2.794 -0.745 5.433
H 2.154 -1.853 4.212
H 1.081 -0.725 5.054
H 2.685 1.096 4.014
H 3.110 -0.155 2.853
H 1.137 1.442 2.218
H 0.259 0.568 3.468
H -1.372 1.152 2.305
H -2.772 1.008 1.306
H -1.375 -1.214 2.828
H -2.425 -1.576 1.486
H -4.293 -0.307 2.635
H -3.728 -1.751 3.433
H 3.518 -1.321 -1.278
H 3.734 -2.810 2.251
H 4.080 -3.779 -0.417
H -1.373 2.451 -5.421
H -0.369 4.447 -3.355
H -0.128 4.618 -5.066
H 1.322 2.827 -3.167
H 1.899 3.589 -4.651
H 0.956 2.119 -4.723
H -3.166 3.123 -2.259
C -1.115 2.293 7.049
O 0.307 2.301 6.956
H -1.513 2.417 6.046
H -1.469 1.342 7.457
H -1.470 3.115 7.676
H 0.661 2.190 7.842
C 4.826 -5.963 3.859
O 4.079 -5.054 4.662
H 5.642 -6.346 4.462
H 4.198 -6.797 3.538
H 5.240 -5.457 2.982
H 3.355 -4.720 4.122
C 6.245 -8.467 6.237
O 6.990 -8.980 5.135
H 5.199 -8.710 6.076
H 6.581 -8.917 7.174
H 6.356 -7.381 6.297
H 7.914 -8.763 5.278
C -3.649 8.034 -3.648
O -4.191 6.840 -3.095
H -4.083 8.873 -3.110
H -2.562 8.063 -3.534
H -3.903 8.128 -4.709
H -3.805 6.100 -3.572
C 1.994 -5.346 -3.196
O 3.413 -5.304 -3.081
H 1.726 -5.151 -4.231
H 1.619 -6.331 -2.910
H 1.536 -4.583 -2.563
H 3.621 -5.478 -2.160
C -3.656 -3.695 6.553
O -3.178 -2.908 5.469
H -3.337 -4.720 6.383
H -3.239 -3.349 7.503
H -4.748 -3.670 6.607
H -3.456 -1.995 5.613
C -1.664 7.124 -7.476
O -1.486 6.222 -6.384
H -0.681 7.352 -7.881
H -2.274 6.669 -8.260
H -2.132 8.054 -7.141
H -2.353 6.018 -6.021
C -4.587 3.985 -8.853
O -3.175 4.152 -8.785
H -4.883 4.116 -9.890
H -4.882 2.985 -8.525
H -5.102 4.732 -8.242
H -2.911 4.036 -7.868
```

Löwdin atomic charge list, values in e, 8 entries: C -0.079; C -0.214; C -0.184; O -0.104; C -0.245; C -0.050; C -0.130; C -0.238


Record 5
Here is 6 unconnected molecules or ions with the total composition C27H56BN7O7 in a non-equilibrium geometry from OMol25. Energies are from the ωB97M-V functional and the def2-TZVPD basis.

Properties
SMILES string: CB(O)[C@@H](C#N)[C@H](C#N)OC[C@@H](C)CC(C)C.CN(C)C=O.CN(C)C=O.CN(C)C=O.CN(C)C=O.CN(C)C=O
LUMO level: 0.3 eV
highest occupied orbital energy: -8.8 eV
gap between HOMO and LUMO: 9.117 eV

Structure (XYZ):
```
98
C27H56BN7O7 (the ωB97M-V functional and the def2-TZVPD basis)
C 0.829 -1.775 -3.449
B 1.869 -0.672 -3.058
O 2.649 -0.893 -1.945
C 2.054 0.725 -3.817
C 2.349 0.556 -5.225
N 2.608 0.337 -6.322
C 0.797 1.613 -3.657
C 0.406 1.573 -2.225
N 0.074 1.601 -1.127
O -0.210 1.107 -4.472
C -1.222 2.042 -4.845
C -2.395 2.079 -3.862
C -3.323 3.210 -4.307
C -3.091 0.728 -3.903
C -4.119 0.473 -2.795
C -4.722 -0.920 -3.029
C -3.477 0.487 -1.400
H 1.363 -2.723 -3.514
H 0.109 -1.894 -2.639
H 0.316 -1.588 -4.385
H 3.546 -0.597 -2.176
H 2.905 1.239 -3.371
H 1.066 2.643 -3.894
H -0.811 3.035 -5.031
H -1.618 1.677 -5.791
H -2.039 2.329 -2.867
H -2.765 4.107 -4.562
H -3.893 2.905 -5.184
H -4.038 3.477 -3.533
H -2.348 -0.069 -3.860
H -3.598 0.640 -4.865
H -4.899 1.230 -2.878
H -3.904 -1.601 -3.253
H -5.229 -1.294 -2.144
H -5.396 -0.892 -3.883
H -4.209 0.736 -0.638
H -3.073 -0.503 -1.212
H -2.671 1.211 -1.323
C 3.668 3.525 -1.316
O 3.497 2.414 -1.794
N 4.708 4.317 -1.606
C 4.870 5.629 -1.009
C 5.706 3.835 -2.550
H 2.967 3.966 -0.588
H 4.886 6.397 -1.785
H 5.805 5.674 -0.448
H 4.044 5.833 -0.331
H 5.242 3.629 -3.515
H 6.152 2.910 -2.183
H 6.479 4.587 -2.674
C 0.760 -0.965 3.001
O 0.601 -1.436 4.117
N 1.950 -0.725 2.434
C 2.068 -0.164 1.097
C 3.154 -1.039 3.182
H -0.088 -0.692 2.351
H 2.611 -0.849 0.451
H 2.608 0.785 1.140
H 1.083 0.014 0.672
H 3.178 -2.101 3.431
H 3.177 -0.474 4.114
H 4.026 -0.787 2.583
C 5.713 -1.721 -1.214
O 6.210 -0.609 -1.258
N 6.404 -2.870 -1.118
C 5.745 -4.160 -1.073
C 7.855 -2.806 -1.058
H 4.625 -1.875 -1.248
H 5.988 -4.677 -0.142
H 6.066 -4.778 -1.913
H 4.667 -4.027 -1.128
H 8.171 -2.222 -0.193
H 8.247 -2.323 -1.953
H 8.259 -3.813 -0.983
C -3.902 -2.842 7.051
O -4.930 -2.511 7.620
N -2.761 -2.139 7.065
C -1.569 -2.574 6.353
C -2.720 -0.898 7.819
H -3.831 -3.767 6.454
H -0.747 -2.720 7.055
H -1.273 -1.827 5.617
H -1.764 -3.513 5.839
H -2.938 -1.088 8.870
H -3.468 -0.201 7.439
H -1.732 -0.453 7.726
C -7.926 -0.137 3.987
O -8.573 -0.182 2.957
N -6.743 -0.747 4.175
C -6.008 -0.661 5.428
C -6.183 -1.519 3.081
H -8.267 0.424 4.874
H -5.031 -0.202 5.245
H -5.862 -1.652 5.851
H -6.556 -0.052 6.142
H -6.031 -0.882 2.208
H -6.866 -2.321 2.797
H -5.232 -1.946 3.389
```

Löwdin atomic charge list, values in e, 8 entries: C 0.025; B -0.489; O 0.118; C -0.148; C -0.192; N 0.172; C -0.290; C -0.123


no.,energy (eV)
1,-47297.545
2,-150050.309
3,-108605.918
4,-106758.804
5,-54347.840